Record 1
16
Properties=species:S:1:pos:R:3:forces:R:3 method="wB97M-V/def2-TZVPD" de_lowest_ev=1.213 gap_ev=9.567 smiles="C=C[C@H](C)B(O)O" e_tot_ev=-9066.357 total_charge=0 lumo_ev=0.25
C -1.961969 0.386292 1.280063 -0.73 0.69 -2.37
C -0.930729 -0.193041 0.648338 1.25 1.69 -0.18
C -0.031322 0.472893 -0.460849 0.37 -3.15 2.26
C -0.189147 -0.420704 -1.678278 -2.96 -3.15 0.04
B 1.530244 0.399269 0.038495 -0.16 2.39 -0.86
O 1.974232 -0.308958 1.077239 0.02 -1.74 1.17
O 2.364172 1.316597 -0.568269 1.20 0.34 -0.93
H -2.715008 -0.151963 1.869947 0.77 0.31 0.22
H -2.311777 1.380430 0.807529 0.49 -1.49 1.10
H -0.402501 -1.080942 0.922072 -0.68 -1.05 0.55
H -0.394611 1.436977 -0.593172 -0.30 1.91 -0.64
H 0.275955 -1.465155 -1.609401 -0.50 1.35 0.47
H -1.327886 -0.671399 -1.957950 2.14 0.61 1.03
H 0.136198 -0.097098 -2.599485 1.27 1.44 -1.85
H 2.917020 -0.375465 1.284258 -0.44 0.31 -0.31
H 3.353843 1.367480 -0.493193 -1.73 -0.44 0.29



Record 2
20
Properties=species:S:1:pos:R:3:forces:R:3 method="wB97M-V/def2-TZVPD" gap_ev=4.804 e_tot_ev=-228737.159 total_charge=-1 lumo_ev=2.47
N 2.697923 -0.360335 0.780163 0.45 -0.72 -0.26
C 1.801255 0.347834 1.332849 0.33 0.25 -0.22
C 1.244150 1.529816 0.638091 -1.10 0.58 0.09
C -0.286177 1.802427 0.806254 0.06 -1.28 0.19
P -1.148132 0.554086 1.690739 0.68 0.37 0.64
N -1.890523 -0.508656 0.514549 -0.57 0.35 0.10
O -2.545811 1.349243 2.237744 -0.33 -0.12 -0.37
H 2.958546 -1.121883 1.408450 0.08 -0.01 -0.05
H 1.469217 0.086474 2.322602 -0.34 0.23 0.47
H 1.455083 1.419956 -0.419223 0.33 -0.13 -0.29
H 1.829539 2.397268 0.952384 0.21 0.20 0.22
H -0.739709 1.815986 -0.190012 -0.11 0.52 -0.21
H -1.714578 -1.478835 0.718008 0.10 -0.10 -0.18
H -1.644523 -0.256749 -0.434085 0.00 -0.22 0.06
H -3.312214 0.798929 2.024752 0.23 0.05 -0.01
C 0.026511 -1.689950 -2.996214 0.26 0.11 0.16
Br -0.837730 -3.390014 -2.682966 0.00 0.02 -0.02
Br -1.242158 -0.247842 -3.058396 -0.13 0.01 -0.25
Br 1.376441 -1.301438 -1.683078 -0.08 -0.05 0.03
H 0.502890 -1.746317 -3.962612 -0.07 -0.06 -0.08